# 1
The following is a quantum chemistry calculation of a molecular structure, C36H43N16O2S2Ti, from OMol25.

As for the lowest unoccupied orbital energy (alpha / beta): -0.393 / -0.390 eV. As for the HOMO energy (alpha / beta): -8.0 / -8.0 eV. The value obtained for the energy above the lowest of the compared OMol25 structures with the same formula, charge and spin is 94.1 kJ/mol. The gap between HOMO and LUMO (alpha / beta) is 0.2779 / 0.2781 hartree. As for the spin multiplicity: 2.

Last column: Löwdin spin population.
Cartesian coordinates (Å):
Ti -16.17 -7.46 12.16  0.94
C -18.20 -8.16 15.98  0.00
C -17.80 -9.43 16.33  0.00
C -17.06 -10.13 15.42  0.00
C -16.74 -9.53 14.15  0.00
C -17.05 -8.22 13.89  -0.01
C -17.77 -7.58 14.85  0.00
C -16.09 -10.31 13.08  0.01
C -15.82 -11.65 13.25  0.00
C -15.44 -12.40 12.20  0.01
C -15.27 -11.84 10.92  0.00
C -14.88 -12.57 9.83  0.00
C -14.68 -11.92 8.66  0.00
C -14.90 -10.51 8.54  0.00
C -15.24 -9.79 9.61  0.00
C -15.48 -10.40 10.86  0.00
N -15.84 -9.74 11.93  0.00
H -18.85 -7.63 16.63  0.00
H -18.11 -9.93 17.27  0.00
H -16.91 -11.14 15.72  0.00
H -18.09 -6.51 14.62  0.00
H -15.99 -12.09 14.24  0.00
H -15.43 -13.49 12.27  0.00
H -14.65 -13.62 9.89  0.00
H -14.23 -12.51 7.84  0.00
H -14.56 -10.06 7.64  0.00
H -15.33 -8.76 9.52  0.00
N -14.80 -4.77 14.03  0.00
C -14.02 -5.89 13.94  0.00
N -12.85 -5.97 14.47  0.00
N -12.50 -7.24 14.18  0.00
N -13.36 -7.87 13.49  0.01
N -14.41 -7.00 13.26  0.01
C -16.04 -4.53 13.41  0.00
N -16.74 -3.45 13.74  0.00
N -17.84 -3.60 12.96  0.00
N -17.79 -4.71 12.26  0.00
N -16.63 -5.38 12.56  0.01
H -14.55 -4.13 14.78  0.00
S -11.80 -8.82 8.47  0.00
C -11.59 -9.75 9.96  0.00
N -10.72 -10.79 10.03  0.00
C -10.46 -11.60 11.22  0.00
C -11.79 -11.63 11.98  0.00
C -12.29 -10.21 12.27  0.00
N -12.48 -9.61 10.94  0.00
H -10.04 -10.88 9.31  0.00
H -9.72 -11.11 11.90  0.00
H -10.11 -12.56 10.90  0.00
H -11.58 -12.10 12.94  0.00
H -12.50 -12.23 11.32  0.00
H -11.59 -9.58 12.78  0.00
H -13.30 -10.15 12.86  0.00
H -13.15 -8.88 10.87  0.00
C -14.31 -5.44 8.55  0.00
S -14.36 -5.61 10.28  0.00
C -12.60 -5.94 10.51  0.00
O -15.04 -6.97 10.44  0.00
H -14.20 -4.37 8.48  0.00
H -15.27 -5.55 8.18  0.00
H -13.59 -6.08 8.02  0.00
H -12.16 -5.00 10.38  0.00
H -12.33 -6.84 9.85  0.00
H -12.47 -6.15 11.58  0.00
C -22.13 -7.43 9.09  0.00
C -22.09 -6.96 10.51  0.00
C -21.48 -5.56 10.59  0.00
C -21.36 -7.98 11.40  0.00
N -19.99 -8.03 11.00  0.00
C -18.95 -7.24 11.22  0.01
N -17.88 -7.90 10.86  0.01
N -18.31 -9.17 10.44  0.00
N -19.56 -9.23 10.48  0.00
H -22.50 -6.75 8.29  0.00
H -22.79 -8.29 9.02  0.00
H -21.10 -7.71 8.81  0.00
H -23.12 -6.90 10.84  0.00
H -20.50 -5.44 10.16  0.00
H -21.53 -5.23 11.68  0.00
H -22.21 -4.96 10.04  0.00
H -21.81 -8.98 11.17  0.00
H -21.48 -7.70 12.45  0.00
H -18.98 -6.23 11.64  0.00
C -17.59 -9.00 6.98  0.00
C -17.12 -7.58 7.05  0.00
O -17.54 -6.79 7.85  0.00
C -16.05 -7.13 6.03  0.00
C -15.75 -5.73 5.80  0.00
C -14.84 -5.34 4.82  0.00
C -14.03 -6.33 4.27  0.00
C -14.27 -7.65 4.48  0.00
C -15.24 -8.08 5.38  0.00
H -18.47 -9.21 7.59  0.00
H -16.82 -9.71 7.07  0.00
H -17.92 -9.26 5.94  0.00
H -16.37 -5.03 6.26  0.00
H -14.85 -4.41 4.28  0.00
H -13.24 -6.08 3.49  0.00
H -13.61 -8.37 3.96  0.00
H -15.47 -9.16 5.42  0.00

# 2
The following is a quantum chemistry calculation of a molecular structure, C36H43N5S2V, from OMol25.

As for the lowest unoccupied orbital energy (alpha / beta): 0.482 / -0.718 eV. As for the HOMO energy (alpha / beta): -6.4 / -7.3 eV. The gap between HOMO and LUMO (alpha / beta) is 0.2524 / 0.2422 hartree. As for the spin multiplicity: 4.

Last column: Löwdin spin population.
Cartesian coordinates (Å):
V -0.45 0.21 0.03  1.93
C 3.11 1.65 3.66  0.00
C 2.02 0.73 3.19  0.01
C 0.82 0.62 3.88  0.00
C -0.15 -0.28 3.49  0.01
C 0.05 -1.08 2.37  0.00
C 1.24 -0.98 1.66  0.01
C 2.22 -0.08 2.07  0.00
H 3.46 2.29 2.86  0.00
H 3.96 1.07 4.02  0.00
H 2.76 2.28 4.48  0.00
H 0.64 1.25 4.75  0.00
H -1.06 -0.37 4.07  0.00
H -0.67 -1.86 2.11  0.00
H 1.46 -1.68 0.86  0.00
H 3.16 -0.05 1.54  0.00
S 0.29 2.89 -3.58  0.02
C 1.73 2.91 -2.64  0.11
C 1.64 2.16 -1.50  0.01
C 0.41 1.51 -1.33  0.11
C -0.44 1.82 -2.40  0.00
C -1.76 1.33 -2.40  0.23
C -2.86 1.71 -3.15  -0.02
C -4.16 1.24 -2.99  0.22
C -4.69 0.38 -2.00  0.00
C -4.18 0.08 -0.78  0.18
N -1.88 0.40 -1.35  0.03
H 2.57 3.48 -3.00  0.01
H 2.47 2.09 -0.80  0.00
H -2.67 2.40 -3.97  -0.01
H -4.86 1.55 -3.75  0.01
H -5.65 -0.06 -2.25  0.00
H -4.65 -0.67 -0.16  0.01
C -3.71 -1.70 2.69  0.00
C -4.39 -0.33 2.63  0.00
C -3.45 0.81 2.90  0.00
C -3.61 1.50 4.10  0.00
C -2.80 2.55 4.45  0.00
C -1.79 2.92 3.59  0.00
C -1.57 2.25 2.40  0.00
C -0.40 2.70 1.57  0.01
C -0.77 3.82 0.60  0.00
C -2.41 1.18 2.02  0.00
N -2.15 0.48 0.84  0.00
C -2.90 0.73 -0.35  0.03
C -1.64 -0.96 -1.70  0.03
C -1.90 -1.80 -2.76  0.01
C -1.07 -2.93 -2.52  0.01
C -0.36 -2.68 -1.37  0.00
N -0.71 -1.47 -0.87  0.00
H -4.46 -2.48 2.60  0.00
H -3.21 -1.82 3.65  0.00
H -2.99 -1.81 1.89  0.00
H -5.19 -0.30 3.37  0.00
H -4.84 -0.19 1.65  0.00
H -4.39 1.18 4.78  0.00
H -2.94 3.07 5.39  0.00
H -1.13 3.74 3.86  0.00
H 0.02 1.84 1.01  0.01
H 0.39 3.07 2.24  0.00
H -1.56 3.49 -0.08  0.00
H 0.09 4.10 -0.01  0.00
H -1.12 4.70 1.14  0.00
H -3.07 1.83 -0.44  0.01
H -2.56 -1.65 -3.59  0.00
H -1.03 -3.81 -3.13  0.00
H 0.36 -3.31 -0.88  0.00
C 3.84 -1.69 -4.84  0.00
N 3.12 -0.93 -3.84  0.00
C 1.68 -0.95 -3.99  0.00
C 3.63 -0.77 -2.59  0.00
S 2.68 -0.92 -1.23  0.00
N 4.96 -0.50 -2.47  0.00
C 5.53 -0.46 -1.15  0.00
C 5.67 0.30 -3.45  0.00
H 3.31 -2.62 -5.04  0.00
H 4.84 -1.93 -4.48  0.00
H 3.92 -1.12 -5.77  0.00
H 1.44 -0.77 -5.04  0.00
H 1.24 -0.16 -3.38  0.00
H 1.24 -1.90 -3.68  0.00
H 5.11 -1.27 -0.56  0.00
H 5.31 0.48 -0.64  0.00
H 6.61 -0.58 -1.23  0.00
H 5.03 0.54 -4.29  0.00
H 6.56 -0.24 -3.81  0.00
H 6.00 1.23 -2.98  0.00

# 3
The following is a quantum chemistry calculation of a molecular structure, C36H43N8OSi2Ti, from OMol25.

Its total charge is +2. As for the lowest unoccupied orbital energy (alpha / beta): -6.845 / -6.960 eV. As for the HOMO energy (alpha / beta): -11.8 / -13.8 eV. The value obtained for the energy above the lowest of the compared OMol25 structures with the same formula, charge and spin is 25.5 kJ/mol. The gap between HOMO and LUMO (alpha / beta) is 0.1810 / 0.2499 hartree. As for the spin multiplicity: 2.

Last column: Löwdin spin population.
Cartesian coordinates (Å):
Ti 0.14 0.10 0.04  0.24
C -0.26 -4.24 -0.15  0.03
C -0.22 -2.91 -0.55  0.02
N -0.36 -1.91 0.33  0.03
C -0.54 -2.25 1.64  0.01
C -0.54 -3.60 2.02  0.01
N -0.41 -4.57 1.14  0.01
C -0.64 -1.11 2.54  0.08
C -0.92 -1.15 3.89  -0.03
C -0.91 0.03 4.64  0.09
C -0.71 1.24 3.97  -0.02
C -0.45 1.23 2.60  0.09
N -0.36 0.06 1.90  0.07
C -0.33 2.38 1.75  0.06
C -0.44 3.73 2.13  0.00
N -0.51 4.70 1.27  0.05
C -0.45 4.38 -0.03  0.04
C -0.27 3.08 -0.46  0.05
N -0.19 2.06 0.42  0.08
C -1.07 0.01 6.10  0.01
C -0.36 0.91 6.90  0.02
C -0.50 0.83 8.27  0.00
N -1.27 -0.06 8.86  0.01
C -1.94 -0.92 8.13  0.00
C -1.88 -0.93 6.74  0.01
H -0.18 -5.06 -0.84  0.00
H -0.07 -2.63 -1.59  0.00
H -0.62 -3.91 3.05  0.00
H -1.10 -2.10 4.38  0.00
H -0.75 2.17 4.51  0.00
H -0.49 4.01 3.18  0.00
H -0.55 5.20 -0.73  0.00
H -0.20 2.84 -1.51  0.00
H 0.30 1.64 6.46  0.00
H 0.02 1.52 8.93  0.00
H -2.55 -1.63 8.66  0.00
H -2.46 -1.64 6.17  0.00
C 4.65 1.89 -0.89  0.00
Si 3.19 0.77 -1.38  0.00
C 2.13 1.98 -2.43  0.00
C 3.82 -0.60 -2.56  0.00
C 2.17 -0.17 -0.02  0.00
Si 3.22 -0.68 1.52  0.01
C 4.62 0.51 1.99  0.00
C 3.95 -2.39 1.06  0.00
C 2.33 -0.96 3.20  0.00
H 4.94 2.47 -1.76  0.00
H 5.52 1.32 -0.59  0.00
H 4.40 2.59 -0.10  0.00
H 2.65 2.17 -3.36  0.00
H 2.02 2.94 -1.93  0.00
H 1.15 1.59 -2.68  0.00
H 4.30 -0.18 -3.44  0.00
H 3.01 -1.25 -2.91  0.00
H 4.55 -1.23 -2.07  0.00
H 2.00 -1.14 -0.53  0.00
H 5.46 0.42 1.31  0.00
H 4.99 0.26 2.98  0.00
H 4.31 1.55 2.01  0.00
H 4.66 -2.30 0.24  0.00
H 3.19 -3.10 0.75  0.00
H 4.48 -2.83 1.90  0.00
H 1.78 -0.09 3.54  0.00
H 3.10 -1.14 3.94  0.00
H 1.68 -1.82 3.20  0.00
C -4.27 1.68 -3.89  0.00
N -2.87 1.43 -3.65  0.00
N -2.40 0.89 -2.47  0.00
C -1.11 0.45 -2.67  0.00
O -0.39 0.01 -1.71  0.00
C -0.81 0.68 -4.02  0.00
C -1.91 1.29 -4.59  0.00
C -2.08 1.77 -5.97  0.00
C -2.91 1.23 -1.20  0.01
C -3.31 2.54 -0.95  0.00
C -3.77 2.88 0.31  0.01
C -3.79 1.94 1.33  0.00
C -3.35 0.65 1.09  0.01
C -2.91 0.27 -0.18  0.00
H -4.78 1.94 -2.97  0.00
H -4.74 0.79 -4.31  0.00
H -4.37 2.50 -4.59  0.00
H 0.12 0.45 -4.50  0.00
H -1.15 1.62 -6.52  0.00
H -2.31 2.84 -5.98  0.00
H -2.89 1.25 -6.48  0.00
H -3.28 3.28 -1.73  0.00
H -4.10 3.89 0.50  0.00
H -4.15 2.21 2.31  0.00
H -3.39 -0.09 1.87  0.00
H -2.67 -0.76 -0.41  0.00

# 4
The following is a quantum chemistry calculation of a molecular structure, C36H44AsF6N4Ru, from OMol25.

Its total charge is +1. As for the lowest unoccupied orbital energy (alpha / beta): -4.504 / -5.989 eV. As for the HOMO energy (alpha / beta): -10.6 / -11.2 eV. The value obtained for the energy above the lowest of the compared OMol25 structures with the same formula, charge and spin is 0.0 kJ/mol. The gap between HOMO and LUMO (alpha / beta) is 0.2249 / 0.1918 hartree. As for the spin multiplicity: 5.

Last column: Löwdin spin population.
Cartesian coordinates (Å):
Ru 0.28 -0.02 -0.23  2.43
C -5.96 1.15 -1.35  0.01
C -4.77 1.52 -2.27  0.01
C -3.46 1.60 -1.53  0.07
C -2.99 2.63 -0.76  0.05
C -3.71 3.90 -0.40  0.00
C -4.28 4.00 1.04  0.00
C -1.72 2.27 -0.22  0.16
C -0.90 3.09 0.61  -0.02
C 0.31 2.78 0.99  0.10
C 1.24 3.66 1.72  0.04
C 0.91 5.10 1.85  0.00
C 0.06 5.49 3.04  0.00
C 2.34 2.98 2.06  0.03
C 2.08 1.62 1.63  0.10
C 2.74 0.49 2.10  0.00
C 2.52 -0.83 1.78  0.08
N 1.62 -1.19 0.79  0.04
C 1.69 -2.58 0.61  0.11
C 1.16 -3.28 -0.44  -0.01
C 0.13 -2.81 -1.24  0.11
N -0.45 -1.59 -1.12  0.04
C -1.42 -1.54 -2.16  0.16
C -2.41 -0.57 -2.24  -0.05
C -2.41 0.60 -1.50  0.14
N -1.41 1.03 -0.70  0.02
C -1.33 -2.70 -3.00  0.02
C -0.30 -3.47 -2.49  0.08
C 0.23 -4.79 -3.00  0.01
C -0.65 -5.98 -2.59  0.01
C -2.04 -2.87 -4.27  0.00
C -1.72 -1.76 -5.32  0.00
C 2.65 -3.11 1.62  0.02
C 3.12 -2.05 2.34  0.04
C 4.08 -2.05 3.52  0.00
C 3.31 -1.90 4.80  0.00
C 2.59 -4.56 1.87  0.00
C 1.33 -4.89 2.63  0.00
N 0.91 1.51 0.97  0.02
C 3.62 3.45 2.64  0.00
C 3.62 3.35 4.19  0.00
H -6.82 0.96 -2.03  0.00
H -6.20 1.91 -0.59  0.00
H -5.76 0.19 -0.81  0.00
H -4.98 2.46 -2.79  0.00
H -4.81 0.66 -3.01  0.00
H -4.52 4.11 -1.08  0.00
H -3.05 4.77 -0.61  0.00
H -4.93 3.13 1.28  0.00
H -4.85 4.94 1.13  0.00
H -3.50 3.98 1.78  0.00
H -1.25 4.10 0.82  0.00
H 0.45 5.41 0.94  0.00
H 1.86 5.65 1.88  0.00
H -1.03 5.34 2.93  0.00
H 0.22 6.59 3.19  0.00
H 0.32 5.02 3.97  0.00
H 3.50 0.66 2.79  0.00
H 1.31 -4.36 -0.49  0.00
H -3.22 -0.79 -2.95  0.00
H 1.24 -4.93 -2.59  0.00
H 0.30 -4.82 -4.07  0.00
H -0.89 -5.92 -1.48  0.00
H -0.21 -6.98 -2.74  0.00
H -1.61 -6.11 -3.13  0.00
H -3.13 -2.90 -4.05  0.00
H -1.80 -3.87 -4.62  0.00
H -2.00 -0.80 -4.97  0.00
H -2.18 -1.99 -6.30  0.00
H -0.64 -1.74 -5.42  0.00
H 4.84 -1.32 3.36  0.00
H 4.64 -2.98 3.47  0.00
H 2.71 -1.02 4.72  0.00
H 3.97 -1.74 5.72  0.00
H 2.60 -2.72 4.92  0.00
H 3.44 -4.87 2.49  0.00
H 2.64 -5.11 0.94  0.00
H 1.18 -4.14 3.40  0.00
H 1.41 -5.84 3.14  0.00
H 0.48 -4.93 1.99  0.00
H 3.84 4.51 2.46  0.00
H 4.49 2.87 2.22  0.00
H 2.79 3.84 4.66  0.00
H 4.56 3.85 4.63  0.00
H 3.58 2.34 4.56  0.00
F 1.59 0.62 -1.88  0.12
As 1.46 0.70 -3.74  0.00
F 0.92 -0.91 -3.66  0.01
F 1.24 0.77 -5.43  0.00
F -0.08 1.39 -3.42  0.00
F 2.17 2.25 -3.71  0.00
F 3.09 0.08 -3.81  0.00